{"formula": "C5H24N2O6", "method": "ωB97M-V/def2-TZVPD", "s_squared": 0.75, "total_charge": -1, "gap_ha": [0.069, 0.330], "spin_multiplicity": 2, "species": ["C", "N", "C", "C", "C", "O", "C", "N", "H", "H", "H", "H", "H", "H", "H", "H", "H", "H", "H", "H", "H", "H", "H", "H", "O", "H", "H", "O", "H", "H", "O", "H", "H", "O", "H", "H", "O"], "coordinates": [[0.812, -0.609, 1.170], [-0.081, -0.100, 0.139], [0.315, -0.372, -1.238], [-0.361, -1.607, -1.856], [0.568, -2.786, -2.028], [1.255, -3.050, -0.794], [0.044, 0.873, -2.129], [0.801, 2.083, -1.830], [0.270, -0.676, 2.130], [1.737, -0.051, 1.216], [1.061, -1.631, 0.928], [-0.376, 0.836, 0.280], [1.414, -0.438, -1.310], [-0.771, -1.392, -2.859], [-1.237, -1.852, -1.263], [0.050, -3.725, -2.272], [1.308, -2.654, -2.847], [1.943, -3.683, -0.968], [0.174, 0.642, -3.185], [-1.035, 1.073, -2.021], [0.683, 2.345, -0.857], [1.803, 1.862, -1.980], [2.650, 3.706, -0.578], [2.074, 3.304, 0.739], [2.827, 3.743, 0.361], [-1.772, -0.362, 1.145], [-2.716, -1.219, 2.132], [-2.671, -0.427, 1.547], [-2.516, 1.017, 2.464], [-2.096, 1.551, 3.829], [-2.485, 1.829, 3.016], [-0.652, 3.485, 1.373], [-0.009, 4.404, 0.347], [0.007, 3.501, 0.651], [-1.003, -2.988, 0.906], [0.025, -4.047, 0.876], [-0.745, -3.790, 1.364]]}


{"formula": "C49H41BiF3GeN7O3S", "method": "ωB97M-V/def2-TZVPD", "s_squared": 0.77, "total_charge": 1, "gap_ha": [0.221, 0.182], "spin_multiplicity": 2, "species": ["Bi", "O", "C", "C", "C", "C", "C", "C", "C", "O", "N", "N", "C", "C", "C", "C", "C", "C", "N", "H", "H", "H", "H", "H", "H", "H", "H", "H", "H", "F", "C", "F", "F", "C", "C", "C", "C", "N", "C", "S", "H", "H", "H", "C", "C", "C", "C", "C", "N", "C", "O", "N", "C", "C", "C", "C", "N", "C", "C", "C", "H", "H", "H", "H", "H", "H", "H", "H", "H", "H", "H", "H", "H", "C", "Ge", "C", "C", "C", "C", "C", "C", "C", "C", "C", "C", "C", "C", "C", "C", "C", "C", "H", "H", "H", "H", "H", "H", "H", "H", "H", "H", "H", "H", "H", "H", "H"], "coordinates": [[13.063, 17.416, 13.288], [15.201, 15.656, 9.406], [16.408, 16.221, 9.529], [17.398, 15.912, 8.590], [18.735, 16.117, 8.791], [19.100, 17.047, 9.802], [18.154, 17.433, 10.747], [16.786, 17.007, 10.659], [15.799, 17.195, 11.724], [14.663, 16.559, 11.558], [16.153, 17.964, 12.805], [15.235, 18.093, 13.812], [15.365, 19.094, 14.688], [14.405, 19.317, 15.719], [14.742, 20.113, 16.804], [13.826, 20.125, 17.844], [12.603, 19.443, 17.788], [12.258, 18.930, 16.547], [13.137, 18.854, 15.535], [14.739, 16.003, 10.302], [17.028, 15.437, 7.650], [19.481, 15.642, 8.157], [20.052, 17.548, 9.821], [18.427, 18.198, 11.503], [16.251, 19.735, 14.635], [15.646, 20.689, 16.815], [14.011, 20.732, 18.741], [11.889, 19.490, 18.574], [11.250, 18.495, 16.372], [7.625, 14.112, 15.110], [8.931, 14.586, 15.136], [8.875, 15.685, 15.906], [9.666, 13.651, 15.835], [9.428, 14.885, 13.742], [8.643, 14.513, 12.674], [9.069, 14.911, 11.405], [10.336, 15.460, 11.261], [11.091, 15.931, 12.275], [10.654, 15.580, 13.530], [11.631, 15.987, 14.876], [7.830, 13.885, 12.826], [8.518, 14.771, 10.497], [10.772, 15.564, 10.268], [9.738, 9.585, 12.786], [11.009, 9.825, 11.940], [11.056, 9.741, 10.591], [12.300, 9.746, 9.946], [13.464, 10.042, 10.649], [14.709, 10.259, 9.963], [14.612, 11.223, 8.888], [14.552, 10.895, 7.710], [14.489, 12.516, 9.300], [14.864, 12.853, 10.611], [16.183, 12.751, 11.076], [16.404, 13.085, 12.384], [15.355, 13.426, 13.199], [14.054, 13.577, 12.768], [13.888, 13.343, 11.474], [13.411, 10.322, 12.027], [12.186, 10.265, 12.641], [8.883, 10.080, 12.298], [9.812, 9.970, 13.784], [9.478, 8.504, 12.898], [10.107, 9.552, 10.062], [12.417, 9.515, 8.871], [14.994, 9.404, 9.548], [14.789, 13.196, 8.587], [16.907, 12.159, 10.493], [17.387, 13.094, 12.849], [15.525, 13.533, 14.223], [12.867, 13.256, 11.088], [14.270, 10.717, 12.615], [12.032, 10.570, 13.679], [12.928, 20.527, 10.491], [11.708, 19.859, 11.837], [11.162, 21.619, 12.592], [10.272, 22.469, 11.956], [9.877, 23.662, 12.576], [10.583, 24.130, 13.679], [11.556, 23.283, 14.252], [11.883, 22.036, 13.707], [9.876, 19.447, 11.120], [8.780, 19.859, 11.909], [7.515, 19.950, 11.304], [7.302, 19.440, 10.017], [8.349, 18.900, 9.258], [8.171, 18.324, 7.990], [9.218, 17.571, 7.452], [10.460, 17.421, 8.043], [10.670, 18.038, 9.276], [9.687, 18.824, 9.884], [12.374, 20.779, 9.583], [13.731, 19.801, 10.259], [13.461, 21.405, 10.867], [9.800, 22.183, 11.031], [9.135, 24.259, 12.058], [10.401, 25.202, 14.043], [12.121, 23.526, 15.141], [12.611, 21.393, 14.182], [9.092, 20.161, 12.938], [6.706, 20.453, 11.825], [6.311, 19.490, 9.542], [7.280, 18.451, 7.416], [9.118, 17.025, 6.502], [11.218, 16.881, 7.469], [11.635, 17.994, 9.741]]}


{"formula": "C28H25BrIMgN2OS", "method": "ωB97M-V/def2-TZVPD", "s_squared": 0.76, "gap_ha": [0.128, 0.259], "spin_multiplicity": 2, "species": ["Mg", "C", "C", "C", "C", "C", "C", "C", "C", "S", "C", "N", "C", "C", "C", "C", "C", "C", "C", "C", "H", "H", "H", "H", "H", "H", "H", "H", "H", "H", "H", "H", "H", "H", "H", "H", "O", "N", "C", "C", "C", "C", "C", "H", "H", "H", "H", "H", "Br", "C", "C", "C", "C", "C", "C", "I", "H", "H", "H", "H"], "coordinates": [[13.523, 7.927, 12.327], [18.283, 6.084, 7.296], [17.627, 7.368, 7.792], [16.145, 7.501, 7.448], [18.462, 8.640, 7.390], [17.668, 7.351, 9.338], [18.895, 7.122, 9.997], [18.990, 7.077, 11.400], [17.817, 7.213, 12.133], [17.672, 7.146, 13.867], [15.911, 7.237, 13.616], [15.491, 7.371, 12.371], [16.598, 7.438, 11.494], [16.516, 7.513, 10.101], [14.961, 7.104, 14.699], [15.307, 6.689, 16.004], [14.324, 6.435, 16.935], [12.980, 6.791, 16.716], [12.643, 7.291, 15.456], [13.595, 7.473, 14.473], [18.214, 6.017, 6.220], [17.889, 5.144, 7.734], [19.356, 6.110, 7.584], [16.046, 7.612, 6.342], [15.658, 8.388, 7.906], [15.621, 6.592, 7.783], [18.592, 8.776, 6.301], [19.465, 8.594, 7.854], [17.994, 9.596, 7.783], [19.862, 7.081, 9.432], [19.978, 6.927, 11.899], [15.521, 7.623, 9.655], [16.348, 6.427, 16.249], [14.583, 6.031, 17.894], [12.196, 6.668, 17.454], [11.620, 7.586, 15.227], [12.418, 6.927, 10.983], [11.108, 6.998, 11.280], [10.273, 7.429, 10.300], [8.932, 7.513, 10.553], [8.447, 7.256, 11.881], [9.337, 6.658, 12.870], [10.713, 6.596, 12.545], [10.671, 7.675, 9.322], [8.249, 7.947, 9.864], [7.438, 7.516, 12.210], [8.980, 6.374, 13.849], [11.490, 6.295, 13.264], [15.472, 12.671, 14.388], [14.511, 13.615, 12.980], [14.559, 15.003, 12.923], [13.759, 15.760, 12.076], [12.830, 15.111, 11.264], [12.758, 13.717, 11.252], [13.629, 13.003, 12.058], [13.452, 10.839, 12.049], [15.272, 15.473, 13.585], [13.856, 16.860, 12.055], [12.203, 15.741, 10.678], [12.064, 13.282, 10.564]]}


{"formula": "C7H16NNa3O5", "method": "ωB97M-V/def2-TZVPD", "total_charge": 2, "gap_ha": 0.086, "species": ["Na", "Na", "Na", "O", "C", "O", "O", "H", "C", "O", "C", "C", "N", "C", "C", "O", "C", "H", "H", "H", "H", "H", "H", "H", "H", "H", "H", "H", "H", "H", "H", "H"], "coordinates": [[6.622, 24.079, 7.773], [6.701, 26.400, 9.068], [4.994, 24.428, 11.483], [9.400, 24.174, 11.547], [8.228, 24.495, 10.995], [8.096, 24.241, 9.745], [7.280, 24.970, 11.662], [9.767, 23.723, 10.758], [9.153, 15.730, 15.366], [9.267, 17.133, 15.318], [10.264, 17.666, 14.472], [10.175, 19.197, 14.469], [9.355, 19.595, 13.333], [8.957, 20.994, 13.403], [7.828, 21.308, 12.382], [6.702, 20.505, 12.613], [5.486, 21.149, 12.416], [8.606, 15.462, 14.453], [8.529, 15.425, 16.203], [10.140, 15.264, 15.420], [10.114, 17.283, 13.458], [11.240, 17.355, 14.856], [11.159, 19.628, 14.291], [9.696, 19.489, 15.409], [8.524, 19.036, 13.187], [9.773, 21.715, 13.326], [8.489, 21.250, 14.367], [8.333, 21.235, 11.412], [7.602, 22.356, 12.608], [4.659, 20.445, 12.363], [5.508, 21.561, 11.384], [5.356, 21.947, 13.159]]}


{"formula": "C19H27F8NO9S2", "method": "ωB97M-V/def2-TZVPD", "gap_ha": 0.355, "species": ["C", "C", "O", "C", "C", "C", "O", "O", "C", "C", "O", "N", "C", "O", "F", "C", "F", "F", "C", "F", "F", "C", "F", "F", "F", "H", "H", "H", "H", "H", "H", "H", "H", "H", "H", "H", "C", "C", "C", "S", "O", "O", "C", "H", "H", "H", "H", "H", "H", "H", "H", "C", "C", "C", "S", "O", "O", "C", "H", "H", "H", "H", "H", "H", "H", "H"], "coordinates": [[-2.855, 2.824, -4.784], [-2.126, 1.557, -5.306], [-1.443, 0.911, -4.232], [-0.938, -0.366, -4.621], [0.613, -0.402, -4.464], [1.156, -1.553, -3.605], [2.245, -1.943, -3.793], [0.423, -2.162, -2.586], [0.002, -1.229, -1.583], [1.162, -0.244, -1.229], [0.940, 0.910, -1.263], [2.510, -0.685, -0.905], [3.078, 0.296, -0.041], [3.969, 0.950, -0.337], [2.513, 0.361, 1.167], [-0.661, -1.909, -0.356], [-0.664, -1.009, 0.647], [-1.967, -2.112, -0.683], [-0.105, -3.305, 0.068], [-0.847, -3.679, 1.144], [-0.281, -4.249, -0.849], [1.382, -3.345, 0.555], [2.247, -3.528, -0.417], [1.702, -2.326, 1.336], [1.493, -4.440, 1.332], [-2.447, 3.758, -5.216], [-3.938, 2.816, -5.005], [-2.763, 2.890, -3.681], [-2.892, 0.888, -5.755], [-1.420, 1.881, -6.100], [-1.457, -1.137, -4.012], [-1.177, -0.531, -5.687], [1.003, 0.548, -4.047], [1.070, -0.493, -5.464], [-0.784, -0.592, -2.042], [3.113, -0.716, -1.729], [-3.296, 3.783, 1.084], [-2.248, 2.722, 1.438], [-2.064, 1.830, 0.206], [-2.451, 2.853, -1.216], [-3.639, 2.329, -1.844], [-1.245, 3.120, -1.955], [-2.901, 4.315, -0.290], [-3.331, 4.581, 1.826], [-4.286, 3.323, 1.036], [-1.302, 3.212, 1.683], [-2.546, 2.134, 2.307], [-1.041, 1.467, 0.117], [-2.757, 0.989, 0.212], [-3.708, 4.839, -0.797], [-2.018, 4.952, -0.227], [2.104, -2.701, 4.624], [2.283, -1.269, 4.106], [2.190, -0.329, 5.312], [2.741, -1.278, 6.732], [1.628, -1.449, 7.632], [4.013, -0.771, 7.181], [3.001, -2.812, 5.852], [2.366, -3.441, 3.868], [1.060, -2.863, 4.908], [3.266, -1.172, 3.638], [1.538, -1.017, 3.354], [2.828, 0.544, 5.196], [1.163, -0.015, 5.497], [2.749, -3.653, 6.495], [4.053, -2.858, 5.568]]}


{"formula": "C10H15B", "method": "ωB97M-V/def2-TZVPD", "gap_ha": [0.300, 0.300], "species": ["B", "C", "C", "C", "C", "C", "C", "C", "C", "C", "C", "H", "H", "H", "H", "H", "H", "H", "H", "H", "H", "H", "H", "H", "H", "H"], "coordinates": [[0.192, 0.691, -0.711], [-3.168, -2.184, -0.358], [-2.040, -2.408, -1.157], [-3.144, -0.975, 0.300], [-1.057, -1.430, -1.397], [-2.098, -0.061, 0.209], [-0.998, -0.244, -0.638], [2.691, 0.243, -0.268], [1.748, 2.412, 0.483], [1.151, 0.372, 1.802], [1.357, 0.899, 0.314], [0.269, 1.181, -2.812], [-4.116, -2.754, -0.221], [-2.006, -3.368, -1.785], [-4.050, -0.729, 1.005], [-0.205, -1.720, -2.094], [-2.101, 0.888, 0.865], [3.528, 0.027, 0.540], [2.958, 0.894, -1.081], [2.362, -0.789, -0.612], [1.957, 2.796, 1.498], [0.806, 2.931, 0.058], [2.576, 2.719, -0.165], [1.668, 0.909, 2.557], [0.142, 0.362, 1.933], [1.579, -0.662, 1.736]]}


{"formula": "C4H13NOS", "method": "ωB97M-V/def2-TZVPD", "s_squared": 0.76, "total_charge": 1, "gap_ha": [0.395, 0.210], "spin_multiplicity": 2, "species": ["C", "C", "S", "C", "N", "C", "H", "H", "H", "H", "H", "H", "H", "H", "H", "H", "H", "H", "H", "O"], "coordinates": [[-1.004, 1.678, -0.591], [-2.352, 1.383, 0.146], [-2.725, -0.398, -0.326], [0.227, 1.042, 0.144], [0.453, -0.472, -0.079], [0.993, -1.022, 1.115], [-0.983, 2.793, -0.699], [-0.985, 1.107, -1.572], [-2.217, 1.294, 1.328], [-3.107, 2.163, -0.197], [-2.384, -0.878, 0.990], [0.081, 1.225, 1.274], [1.138, 1.618, -0.264], [-0.403, -1.081, -0.447], [2.017, -0.851, 1.298], [0.484, -0.597, 1.936], [0.774, -2.065, 1.276], [3.274, -1.867, -2.476], [3.325, -2.349, -0.962], [3.395, -2.725, -1.892]]}


{"formula": "CH4O3", "method": "ωB97M-V/def2-TZVPD", "gap_ha": 0.383, "species": ["C", "O", "O", "O", "H", "H", "H", "H"], "coordinates": [[-0.166, 0.047, -0.433], [-0.684, -0.986, 0.302], [-0.726, 1.238, -0.122], [1.503, 0.400, -0.093], [0.056, 0.009, -1.427], [-0.277, -1.907, 0.141], [-1.203, 0.988, 0.740], [1.497, 0.212, 0.893]]}